# 1
Here is a 14-piece molecular cluster, C63H140F21N7O21 overall in a non-equilibrium geometry from OMol25. Energies are from the ωB97M-V functional and the def2-TZVPD basis.

The geometry in ORCA input format:
```
! RIJCOSX wB97M-V def2-TZVPD def2/J DEFGRID3
* xyz 0 1
C -21.747 9.982 22.968
N -21.180 11.320 22.603
C -20.632 11.309 21.199
C -22.208 12.358 22.697
C -20.029 11.752 23.532
C -20.520 11.998 24.944
O -21.429 11.092 25.535
H -22.179 9.565 22.069
H -22.437 10.029 23.812
H -20.948 9.336 23.226
H -19.864 10.557 21.119
H -20.188 12.256 20.977
H -21.480 11.230 20.531
H -22.958 12.472 21.937
H -21.740 13.341 22.815
H -22.849 12.081 23.527
H -19.538 12.626 23.064
H -19.325 10.917 23.618
H -21.020 12.954 24.980
H -19.611 12.099 25.533
H -20.857 10.307 25.741
C -23.997 12.613 15.646
N -22.832 13.433 15.849
C -21.748 12.604 16.501
C -22.385 13.894 14.448
C -23.115 14.685 16.703
C -23.784 14.524 18.086
O -22.895 14.173 19.128
H -24.194 12.125 16.612
H -23.782 11.807 15.030
H -24.855 13.243 15.453
H -21.666 11.780 15.841
H -22.176 12.366 17.499
H -20.827 13.175 16.566
H -21.808 14.799 14.552
H -23.357 14.086 14.023
H -21.775 13.100 14.002
H -23.712 15.430 16.117
H -22.086 15.056 16.954
H -24.611 13.804 18.100
H -24.228 15.491 18.248
H -23.057 13.160 19.196
C -23.983 6.782 24.562
N -23.281 5.789 23.546
C -24.227 4.703 23.183
C -22.843 6.527 22.342
C -22.119 5.119 24.163
C -21.135 6.098 24.899
O -20.711 7.171 24.181
H -23.933 6.261 25.507
H -24.950 6.908 24.166
H -23.366 7.729 24.621
H -23.618 3.972 22.658
H -25.072 5.094 22.557
H -24.534 4.362 24.162
H -22.022 7.180 22.615
H -23.662 7.131 21.977
H -22.510 5.737 21.705
H -21.724 4.513 23.354
H -22.589 4.328 24.858
H -20.345 5.415 25.257
H -21.754 6.455 25.756
H -19.640 7.110 24.180
C -18.695 4.312 22.051
N -17.227 4.177 21.924
C -16.816 5.335 21.052
C -16.602 4.395 23.229
C -16.887 2.798 21.374
C -17.613 1.641 21.940
O -17.417 1.531 23.330
H -18.880 5.307 22.562
H -19.065 3.444 22.650
H -19.144 4.232 21.069
H -17.144 5.118 20.066
H -15.747 5.498 21.080
H -17.255 6.221 21.504
H -15.567 4.105 23.182
H -17.128 3.811 23.987
H -16.777 5.435 23.479
H -15.867 2.541 21.440
H -17.228 2.913 20.375
H -17.160 0.853 21.323
H -18.708 1.629 21.732
H -18.144 1.138 23.792
C -16.023 6.028 15.887
N -16.236 5.735 14.435
C -15.408 4.516 14.182
C -17.617 5.261 14.102
C -15.853 6.979 13.494
C -16.251 8.268 14.179
O -17.617 8.236 14.520
H -16.517 5.247 16.544
H -16.513 6.941 16.079
H -14.974 6.142 16.096
H -15.629 3.700 14.892
H -14.342 4.801 14.103
H -15.693 4.183 13.189
H -17.732 4.271 14.535
H -17.670 5.195 13.026
H -18.306 6.024 14.533
H -16.311 6.966 12.502
H -14.811 6.919 13.234
H -16.036 9.108 13.484
H -15.686 8.445 15.068
H -17.975 9.169 14.714
C -19.340 9.406 11.710
N -20.638 8.732 11.852
C -21.117 8.191 10.579
C -20.386 7.516 12.786
C -21.699 9.497 12.449
C -21.346 10.315 13.695
O -20.587 11.586 13.475
H -19.138 9.893 12.642
H -19.442 10.194 10.953
H -18.682 8.630 11.321
H -20.245 7.705 10.074
H -21.647 8.874 9.941
H -21.792 7.444 10.871
H -19.915 6.739 12.161
H -21.310 7.232 13.306
H -19.683 7.822 13.630
H -22.558 8.875 12.704
H -21.850 10.230 11.635
H -20.855 9.679 14.453
H -22.306 10.656 14.110
H -19.744 11.453 13.874
C -19.854 8.141 18.989
N -20.334 7.434 17.759
C -20.650 8.411 16.726
C -19.153 6.629 17.316
C -21.595 6.640 18.213
C -21.320 5.338 18.999
O -20.819 5.550 20.320
H -20.618 8.804 19.371
H -18.917 8.705 18.790
H -19.677 7.324 19.747
H -19.668 8.797 16.356
H -21.283 9.192 17.172
H -21.247 7.939 15.942
H -18.939 5.857 18.118
H -18.314 7.346 17.189
H -19.430 6.181 16.335
H -22.140 6.317 17.313
H -22.049 7.403 18.802
H -20.647 4.814 18.389
H -22.296 4.838 19.103
H -20.966 4.622 20.883
C -21.561 2.447 20.772
O -22.538 2.430 19.804
O -21.652 3.520 21.547
C -21.749 1.224 21.651
F -22.952 1.316 22.214
F -21.660 0.096 21.003
F -20.940 1.123 22.698
C -22.302 1.812 18.522
C -23.591 1.404 17.909
H -24.147 2.268 17.585
H -23.369 0.728 17.101
H -24.280 0.895 18.523
H -21.660 0.945 18.613
H -21.797 2.501 17.842
H -20.640 2.287 20.252
C -18.234 3.488 17.558
O -19.398 2.799 17.134
O -18.300 4.109 18.648
C -17.059 2.510 17.498
F -16.709 1.711 16.498
F -15.953 3.401 17.586
F -17.138 1.788 18.550
C -19.525 2.434 15.748
C -20.152 1.029 15.658
H -19.410 0.279 15.921
H -21.024 0.990 16.291
H -20.413 0.760 14.594
H -18.553 2.340 15.308
H -20.108 3.195 15.209
H -17.991 4.210 16.664
C -18.160 11.325 16.101
O -18.030 12.739 15.840
O -18.579 10.530 15.120
C -16.687 10.850 16.535
F -16.185 11.595 17.503
F -16.731 9.592 17.093
F -15.867 10.687 15.478
C -17.371 13.103 14.618
C -18.159 14.161 13.815
H -17.513 14.617 13.064
H -19.032 13.776 13.251
H -18.560 14.900 14.510
H -17.313 12.177 14.088
H -16.421 13.461 15.003
H -18.669 11.315 17.098
C -17.618 5.611 10.151
O -18.382 6.815 9.760
O -16.901 5.764 11.226
C -18.615 4.463 10.157
F -19.691 4.772 10.866
F -19.003 4.072 8.925
F -18.104 3.383 10.674
C -17.756 7.533 8.727
C -16.426 8.172 9.232
H -16.590 8.903 10.013
H -15.727 7.446 9.645
H -15.926 8.712 8.466
H -18.376 8.302 8.429
H -17.625 6.943 7.818
H -17.119 5.389 9.231
C -17.919 8.218 23.743
O -16.848 8.250 22.780
O -18.317 6.972 24.102
C -17.303 9.086 24.870
F -17.150 10.395 24.376
F -18.190 9.122 25.900
F -16.174 8.672 25.303
C -17.209 8.592 21.464
C -15.859 8.533 20.688
H -16.207 8.428 19.666
H -15.383 9.526 20.765
H -15.145 7.865 21.112
H -17.592 9.602 21.428
H -18.001 7.984 21.022
H -18.829 8.734 23.317
C -24.029 8.161 15.027
O -24.367 6.854 15.387
O -22.753 8.363 14.783
C -24.965 8.694 13.968
F -24.695 8.061 12.758
F -26.253 8.497 14.163
F -24.766 10.023 13.779
C -23.701 5.781 14.791
C -24.592 4.587 14.746
H -24.053 3.683 14.418
H -25.017 4.427 15.770
H -25.405 4.801 14.009
H -22.848 5.480 15.403
H -23.321 6.046 13.800
H -24.396 8.713 15.944
C -24.096 10.627 19.172
O -25.119 11.446 18.633
O -23.090 11.373 19.509
C -24.540 9.854 20.523
F -25.743 9.296 20.556
F -23.694 8.740 20.637
F -24.391 10.578 21.578
C -26.244 10.976 17.968
C -27.206 12.153 17.926
H -28.157 11.721 17.549
H -27.333 12.456 18.942
H -26.901 13.019 17.357
H -26.779 10.222 18.504
H -26.051 10.512 16.940
H -23.948 9.790 18.412
*
```

## Properties
HOMO = -7.7 eV
gap between HOMO and LUMO = 7.9 eV
energy relative to the best compared isomer or geometry (same formula, charge and spin) = 0.0 kJ/mol
E_LUMO = 0.150 eV
E_tot = -178084.89445 eV

Atomic partial charges in e from the Löwdin method, atoms 1 to 99:
1. C 0.011
2. N -0.298
3. C 0.025
4. C -0.013
5. C -0.080
6. C -0.247
7. O -0.053
8. H 0.084
9. H 0.105
10. H 0.062
11. H 0.089
12. H 0.103
13. H 0.063
14. H 0.093
15. H 0.122
16. H 0.108
17. H 0.152
18. H 0.105
19. H 0.113
20. H 0.130
21. H 0.120
22. C -0.015
23. N -0.346
24. C 0.057
25. C 0.049
26. C -0.076
27. C -0.248
28. O -0.096
29. H 0.098
30. H 0.067
31. H 0.124
32. H 0.073
33. H 0.098
34. H 0.114
35. H 0.097
36. H 0.098
37. H 0.078
38. H 0.144
39. H 0.147
40. H 0.104
41. H 0.112
42. H 0.067
43. C 0.062
44. N -0.356
45. C 0.009
46. C 0.005
47. C -0.107
48. C -0.270
49. O -0.151
50. H 0.091
51. H 0.078
52. H 0.115
53. H 0.087
54. H 0.133
55. H 0.098
56. H 0.082
57. H 0.091
58. H 0.076
59. H 0.097
60. H 0.161
61. H 0.134
62. H 0.106
63. H -0.006
64. C 0.003
65. N -0.308
66. C 0.030
67. C -0.005
68. C -0.090
69. C -0.243
70. O -0.034
71. H 0.125
72. H 0.110
73. H 0.078
74. H 0.073
75. H 0.109
76. H 0.071
77. H 0.109
78. H 0.107
79. H 0.080
80. H 0.134
81. H 0.091
82. H 0.133
83. H 0.118
84. H 0.086
85. C 0.000
86. N -0.271
87. C -0.008
88. C -0.002
89. C -0.028
90. C -0.264
91. O -0.131
92. H 0.097
93. H 0.045
94. H 0.114
95. H 0.103
96. H 0.114
97. H 0.100
98. H 0.074
99. H 0.069



# 2
Here is a 2-piece molecular cluster, C3H5Br2NS overall in a non-equilibrium geometry from OMol25. Energies are from the ωB97M-V functional and the def2-TZVPD basis.

The geometry in ORCA input format:
```
! RIJCOSX wB97M-V def2-TZVPD def2/J DEFGRID3
* xyz 0 1
Br -0.369 -0.885 2.494
C -1.238 -2.073 1.125
N -1.952 -1.771 0.159
S -2.701 -0.468 -0.511
Br -2.704 1.289 0.744
H -0.754 -3.027 1.019
C 2.085 1.544 -1.119
C 1.152 0.765 -0.700
H 1.990 2.624 -0.883
H 2.990 1.192 -1.524
H 1.157 -0.299 -0.746
H 0.343 1.107 -0.058
*
```

## Properties
HOMO = -9.2 eV
gap between HOMO and LUMO = 8.7 eV
energy relative to the best compared isomer or geometry (same formula, charge and spin) = 0.0 kJ/mol
E_LUMO = -0.435 eV
E_tot = -155600.20536 eV
SMILES string = Br/C=N\SBr.C=C

How positive or negative is each atom? The Löwdin charges in e answer that:
1. Br 0.530
2. C -0.622
3. N -0.488
4. S 0.376
5. Br 0.185
6. H 0.057
7. C -0.079
8. C -0.109
9. H 0.068
10. H 0.034
11. H 0.040
12. H 0.009



# 3
Here is a 7-piece molecular cluster, C43H70N2O8P2S overall in a non-equilibrium geometry from OMol25. Energies are from the ωB97M-V functional and the def2-TZVPD basis.

The geometry in ORCA input format:
```
! RIJCOSX wB97M-V def2-TZVPD def2/J DEFGRID3
* xyz 0 1
C -2.658 -0.807 -6.291
C -2.093 0.188 -5.439
C -1.560 1.638 -4.797
C -2.456 3.010 -4.909
C -1.828 4.371 -4.188
C -2.780 5.724 -4.280
C -2.258 6.842 -5.360
C -0.361 4.380 -3.386
C 0.232 5.738 -2.638
C 0.290 5.524 -1.000
C -1.215 5.251 -0.338
O 0.931 6.758 -0.441
C 0.545 3.000 -3.279
C -0.124 1.652 -4.007
S 0.932 0.071 -3.799
C 1.504 0.239 -1.982
C 1.952 1.796 -1.564
C 2.473 2.114 -0.032
C 2.471 0.834 1.044
P 3.032 1.267 2.832
N 2.803 3.032 3.013
O 4.772 0.937 2.954
C 1.998 -0.685 0.648
P 1.922 -2.189 1.847
C 0.215 -1.954 2.752
C -0.035 -3.092 3.910
C 3.373 -2.206 3.086
C 4.763 -2.194 2.201
C 1.518 -1.009 -0.921
C 1.033 -2.485 -1.450
C -0.550 -2.651 -1.019
N 1.886 2.905 -2.588
H -3.060 -1.641 -7.029
H -3.508 2.983 -5.451
H -2.769 6.190 -3.186
H -3.890 5.347 -4.468
H -1.252 7.347 -4.986
H -2.155 6.335 -6.420
H -3.067 7.718 -5.345
H 1.269 6.088 -3.054
H -0.557 6.615 -2.814
H 0.953 4.623 -0.655
H -1.541 4.183 -0.719
H -1.980 6.103 -0.597
H -1.019 5.140 0.827
H 0.694 6.693 0.547
H 2.823 3.196 0.329
H 3.699 3.457 2.653
H 2.656 3.256 4.029
H 5.145 1.066 2.014
H 0.125 -0.861 3.223
H -0.676 -2.006 1.959
H 0.662 -4.013 3.622
H 0.347 -2.608 4.931
H -1.177 -3.369 3.931
H 3.326 -1.397 3.930
H 3.356 -3.262 3.642
H 5.100 -3.330 2.068
H 5.647 -1.598 2.688
H 4.599 -1.797 1.087
H 1.192 -2.633 -2.617
H 1.736 -3.292 -0.934
H -1.163 -3.262 -1.830
H -0.572 -3.176 0.038
H -1.116 -1.624 -0.883
H 2.232 3.821 -2.228
C -1.392 -7.770 4.913
C -1.524 -6.666 3.899
C -2.851 -5.961 3.811
O -0.584 -6.351 3.171
H -0.380 -8.188 4.865
H -1.559 -7.374 5.918
H -2.109 -8.565 4.693
H -3.084 -5.484 4.766
H -3.634 -6.675 3.541
H -2.801 -5.188 3.036
C 7.559 -1.467 6.327
C 6.432 -2.450 6.152
C 5.108 -2.107 6.783
O 6.586 -3.493 5.519
H 8.452 -1.846 5.819
H 7.286 -0.506 5.884
H 7.785 -1.346 7.389
H 4.726 -1.174 6.360
H 5.226 -2.014 7.865
H 4.389 -2.906 6.575
C -7.524 4.143 -6.341
C -6.691 4.315 -5.099
C -6.582 3.137 -4.168
O -6.120 5.377 -4.854
H -7.512 5.074 -6.917
H -7.109 3.343 -6.959
H -8.557 3.915 -6.066
H -6.125 2.292 -4.689
H -7.573 2.864 -3.796
H -5.950 3.406 -3.314
C -4.503 -2.726 -4.155
C -5.793 -2.942 -3.410
C -5.817 -4.026 -2.365
O -6.789 -2.260 -3.645
H -4.633 -1.913 -4.877
H -3.711 -2.448 -3.455
H -4.230 -3.635 -4.697
H -5.084 -3.807 -1.585
H -5.603 -4.993 -2.828
H -6.812 -4.069 -1.910
C -1.985 -4.589 9.150
C -1.534 -4.600 7.714
C -0.130 -4.140 7.424
O -2.283 -4.972 6.812
H -3.019 -4.946 9.208
H -1.352 -5.252 9.744
H -1.945 -3.570 9.544
H 0.586 -4.783 7.941
H -0.007 -3.101 7.741
H 0.057 -4.202 6.347
C 4.159 2.919 -4.869
C 5.494 3.433 -5.338
C 6.566 2.417 -5.624
O 5.700 4.637 -5.482
H 3.483 3.765 -4.702
H 3.722 2.269 -5.631
H 4.279 2.376 -3.928
H 6.237 1.743 -6.420
H 6.794 1.851 -4.717
H 7.475 2.931 -5.954
*
```

## Properties
HOMO = -7.8 eV
gap between HOMO and LUMO = 7.3 eV
E_LUMO = -0.474 eV
E_tot = -94474.64549 eV
SMILES string = C#Cc1cc(CC)c(C[C@H](C)O)c2c1Sc1c(cc(P(N)O)c(P(CC)CC)c1CC)N2.CC(C)=O.CC(C)=O.CC(C)=O.CC(C)=O.CC(C)=O.CC(C)=O

Atomic partial charges in e from the Löwdin method, atoms 1 to 99:
1. C 0.041
2. C -0.071
3. C -0.169
4. C 0.020
5. C -0.073
6. C -0.237
7. C -0.129
8. C -0.031
9. C -0.117
10. C -0.371
11. C -0.068
12. O -0.128
13. C -0.099
14. C -0.335
15. S 0.801
16. C -0.317
17. C -0.143
18. C -0.022
19. C -0.311
20. P 0.832
21. N -0.237
22. O -0.399
23. C -0.293
24. P 0.925
25. C -0.428
26. C -0.187
27. C -0.459
28. C -0.201
29. C -0.145
30. C -0.250
31. C -0.135
32. N -0.011
33. H 0.067
34. H 0.102
35. H 0.105
36. H 0.087
37. H 0.077
38. H 0.089
39. H 0.090
40. H 0.127
41. H 0.113
42. H 0.113
43. H 0.093
44. H 0.090
45. H 0.090
46. H 0.107
47. H 0.081
48. H 0.034
49. H 0.032
50. H 0.068
51. H 0.080
52. H 0.073
53. H 0.074
54. H 0.076
55. H 0.081
56. H 0.039
57. H 0.090
58. H 0.088
59. H 0.066
60. H 0.069
61. H 0.100
62. H 0.100
63. H 0.078
64. H 0.062
65. H 0.089
66. H 0.111
67. C -0.022
68. C -0.489
69. C -0.032
70. O 0.031
71. H 0.085
72. H 0.070
73. H 0.085
74. H 0.058
75. H 0.085
76. H 0.078
77. C -0.027
78. C -0.495
79. C -0.031
80. O 0.045
81. H 0.085
82. H 0.085
83. H 0.085
84. H 0.080
85. H 0.084
86. H 0.080
87. C -0.025
88. C -0.490
89. C -0.025
90. O 0.029
91. H 0.085
92. H 0.087
93. H 0.087
94. H 0.084
95. H 0.088
96. H 0.086
97. C -0.040
98. C -0.492
99. C -0.030